No. 1
{
  "formula": "C8H11NOP",
  "method": "ωB97M-V/def2-TZVPD",
  "lumo_ev": [-4.141, -8.094],
  "de_lowest_kcal_mol": 0.0,
  "spin_multiplicity": 3,
  "charge": 1,
  "homo_ev": [-10.62, -14.56],
  "max_force_ev_per_a": 5.9,
  "gap_ev": [6.48, 6.47],
  "energy_ev": -21287.661,
  "symbols": ["C", "C", "C", "C", "C", "C", "C", "C", "N", "O", "P", "H", "H", "H", "H", "H", "H", "H", "H", "H", "H", "H"],
  "positions_angstrom": [[-2.041, -1.357, 0.698], [-1.351, 0.149, -1.083], [-0.808, -1.724, 1.049], [-2.361, -0.418, -0.367], [0.124, -0.263, -0.591], [-3.757, -0.033, -0.708], [3.652, 0.857, -0.344], [2.698, 0.314, 0.723], [0.198, -1.074, 0.444], [2.403, -1.886, -1.207], [1.809, -0.924, -0.353], [-2.813, -1.840, 1.235], [-1.321, 0.716, -1.921], [-0.658, -2.467, 1.691], [-4.241, -1.039, -0.804], [-4.319, 0.356, 0.162], [-3.698, 0.451, -1.679], [4.508, 1.390, 0.123], [4.284, 0.084, -0.724], [3.267, 1.455, -1.218], [2.044, 1.037, 0.884], [3.194, -0.186, 1.570]],
  "atomic_forces_ev_per_a": [[-4.72, 2.03, -2.04], [3.10, -2.36, 2.53], [4.15, 2.96, -2.95], [0.39, -0.13, 0.98], [-0.83, 2.07, -2.41], [-0.20, -2.48, 0.61], [2.32, 0.98, 0.07], [2.64, -3.85, -2.99], [0.80, -3.60, 3.78], [1.38, -2.05, -1.14], [-3.27, 3.50, 1.99], [-1.02, -0.14, 0.27], [-0.77, 1.82, -2.25], [1.15, -2.90, 2.66], [-0.04, 0.75, -0.49], [0.43, 0.68, -0.77], [-0.88, 0.51, 0.37], [-0.99, 0.58, 0.03], [-0.07, -1.04, -0.80], [-0.05, -0.62, 1.22], [-3.20, 2.86, 1.66], [-0.30, 0.44, -0.31]],
  "lowdin_spin": [0.3459, 0.4125, 0.3094, 0.0655, 0.5766, -0.0030, 0.0009, 0.0106, 0.1836, 0.0089, 0.0361, 0.0180, 0.0197, 0.0119, -0.0008, -0.0019, -0.0002, 0.0002, 0.0001, 0.0001, 0.0044, 0.0015]
}


No. 2
{
  "formula": "C8H11NOS",
  "method": "ωB97M-V/def2-TZVPD",
  "lumo_ev": [-0.136, -0.136],
  "de_lowest_kcal_mol": 199.2,
  "homo_ev": [-6.79, -6.79],
  "max_force_ev_per_a": 4.7,
  "gap_ev": [6.65, 6.65],
  "energy_ev": -22838.446,
  "symbols": ["C", "C", "C", "C", "C", "C", "C", "C", "N", "O", "S", "H", "H", "H", "H", "H", "H", "H", "H", "H", "H", "H"],
  "positions_angstrom": [[2.107, 2.097, -0.061], [3.238, 1.415, -0.015], [1.202, 0.130, -0.178], [0.343, -0.913, -0.703], [-2.234, 0.021, 0.119], [-3.102, -0.423, -0.926], [-2.037, 1.390, 0.620], [1.256, -2.718, 0.664], [0.968, 1.387, -0.128], [0.372, -2.122, -0.347], [2.938, -0.238, -0.388], [1.884, 3.109, 0.022], [4.182, 1.859, 0.123], [-3.775, 0.402, -1.423], [-3.757, -1.158, -0.418], [-2.465, -0.897, -1.629], [-1.708, 1.637, 1.567], [-0.907, 1.455, 0.252], [-2.680, 2.154, 0.122], [2.179, -2.847, 0.126], [0.942, -3.649, 0.986], [1.055, -2.092, 1.616]],
  "atomic_forces_ev_per_a": [[-1.29, 0.35, 0.84], [0.89, -0.50, -0.94], [1.37, -1.91, -1.05], [-1.87, 1.00, -0.68], [2.19, 0.58, 2.98], [-2.22, 2.55, -0.11], [-0.23, -1.02, -4.58], [-0.82, 3.10, 1.17], [-1.17, -0.33, 0.13], [0.07, -1.95, 0.08], [-0.05, 0.35, 1.26], [0.67, 1.88, 0.29], [1.09, 0.10, -0.19], [0.93, -1.28, 0.51], [0.28, 0.06, -0.46], [0.32, -0.80, -0.92], [-0.03, -0.11, 2.56], [-1.65, 0.09, -0.47], [0.44, 0.00, 0.51], [0.83, 0.43, 0.81], [-1.30, -2.08, -0.20], [1.58, -0.52, -1.52]],
  "nbo_charge": [-0.0454, -0.4308, -0.0714, 0.3053, 0.1537, -0.7759, -0.8328, -0.2982, -0.4483, -0.4543, 0.3452, 0.2119, 0.2412, 0.1499, 0.2682, 0.2735, 0.2541, 0.3654, 0.1731, 0.2051, 0.1991, 0.2112]
}